No. 1
# C9H18Si2

2 unconnected molecules or ions with the total composition C9H18Si2 (the ωB97M-V functional and the def2-TZVPD basis, the OMol25 dataset).

Structure (XYZ):
```
29
Properties=species:S:1:pos:R:3:forces:R:3
C 1.907 -0.231 -0.596 -0.65 0.82 -0.74
C 1.808 0.085 0.786 1.19 -0.06 1.61
C 2.333 0.877 -1.255 0.62 0.29 -3.58
C 2.395 1.417 0.926 -0.56 -0.84 0.24
C 2.696 1.848 -0.326 1.48 2.65 -0.99
C -1.230 1.368 -1.707 0.14 -0.44 -0.23
C -0.917 2.042 1.295 -0.73 2.04 -1.39
C -1.491 -2.524 -1.124 3.07 -0.24 -1.13
C -0.812 -2.924 1.823 -0.06 0.89 0.30
Si -1.623 0.830 0.059 -0.18 0.39 0.53
Si -0.961 -1.508 0.442 -0.25 -0.17 -0.47
H 1.487 -1.044 -1.088 -0.32 -1.81 -0.61
H 1.903 -0.686 1.565 -0.31 0.48 -0.24
H 2.507 1.091 -2.375 -0.55 -0.90 1.87
H 2.716 1.968 1.773 -0.16 -0.01 1.03
H 3.274 2.785 -0.700 -1.19 -1.59 1.25
H -0.577 2.243 -1.834 -0.52 0.07 0.50
H -0.631 0.615 -2.196 0.10 -0.57 -0.27
H -2.169 1.457 -2.272 0.33 0.19 0.13
H -1.169 1.857 2.286 -0.69 -0.75 1.94
H 0.113 2.367 1.344 0.38 -0.53 -0.65
H -1.477 3.011 1.077 0.40 -1.01 0.04
H -0.737 -3.465 -1.138 -2.05 1.87 -0.11
H -2.542 -2.813 -1.080 0.14 -0.21 0.08
H -1.297 -1.951 -2.124 -0.43 -0.96 1.84
H -0.884 -3.911 1.351 0.20 0.33 -0.24
H 0.169 -2.845 2.351 -0.83 -0.04 -0.32
H -1.638 -2.928 2.579 0.70 0.41 -0.51
H -3.153 0.970 0.158 0.75 -0.31 0.12
```
Forces are in eV/Å.

Summary:
DFT total energy, eV: -25375.7051
Charge: 0
LUMO level (spin up / spin down), eV: -0.8 / -1.4
HOMO energy (spin up / spin down), eV: -7.443 / -6.726
Spin multiplicity: 1
Frontier orbital gap (spin up / spin down), eV: 6.658 / 5.328
Energy above the lowest of the compared OMol25 structures with the same formula, charge and spin, kJ/mol: 255.7

=====

No. 2
# C9H19Be3F4N2O5S2

A molecular structure, C9H19Be3F4N2O5S2 (the ωB97M-V functional and the def2-TZVPD basis, the OMol25 dataset).

Structure (XYZ):
```
44
Properties=species:S:1:pos:R:3:forces:R:3
Be 2.331 1.896 1.816 -3.12 -6.19 1.72
Be -0.095 0.515 1.032 2.36 -1.92 1.46
Be 0.915 2.051 -1.559 -5.63 -6.13 -1.87
F 1.403 1.459 0.309 -4.09 0.28 1.92
F 1.422 0.337 2.181 0.10 3.24 0.24
N 2.713 3.118 1.117 0.21 4.95 2.46
S 2.551 4.759 1.523 -2.59 9.32 6.83
O 1.381 5.500 1.039 1.97 -3.40 -1.18
O 3.728 5.538 1.731 -0.39 -2.56 -0.98
F 2.007 4.469 3.014 0.88 -1.31 -1.25
S 2.887 3.353 -0.330 9.76 0.72 -9.18
O 3.633 4.452 -0.956 -3.48 -2.21 2.80
O 1.815 2.832 -1.179 4.25 7.06 -0.72
F 3.919 2.172 -0.542 -1.12 0.04 -0.10
C 0.571 -3.015 -0.342 -0.13 -0.43 0.78
C 0.260 -1.522 -0.524 0.71 -0.61 -2.59
C -0.187 -1.200 -2.026 -2.05 -2.43 1.30
C -1.727 -1.432 -2.214 1.17 1.34 -0.12
C -2.510 -0.664 -1.215 -0.26 -1.29 1.22
C -2.190 -1.064 0.286 -2.37 1.95 -1.36
N -0.762 -0.993 0.471 1.82 4.10 -3.28
O -0.410 -1.243 1.758 0.24 -1.20 1.38
C -2.833 0.108 1.189 0.15 -2.86 -1.72
C -2.752 -2.407 0.704 -0.28 -0.74 0.58
C 1.621 -0.847 -0.369 0.61 -1.44 -0.62
H -0.047 -3.441 0.448 -0.15 -0.39 -0.08
H 1.596 -3.116 0.015 -0.10 -0.21 0.00
H 0.480 -3.660 -1.216 -0.29 0.31 -0.05
H 0.232 -0.255 -2.373 -0.09 1.27 -0.12
H 0.232 -1.924 -2.724 0.81 0.08 0.27
H -2.012 -2.481 -2.129 0.47 -0.16 -0.35
H -2.108 -0.996 -3.137 0.52 -0.70 -0.59
H -3.526 -0.967 -1.468 -0.41 0.49 0.71
H -2.416 0.395 -1.454 0.04 0.44 0.54
H -3.665 0.487 0.597 -0.42 -0.11 0.62
H -3.086 -0.420 2.109 -0.08 1.26 0.45
H -2.172 0.975 1.179 0.80 0.63 0.69
H -2.512 -2.664 1.736 0.22 0.28 0.29
H -3.841 -2.409 0.749 -0.03 0.21 -0.42
H -2.438 -3.297 0.158 0.01 0.30 -0.56
H 1.570 0.214 -0.615 0.54 -1.52 -0.62
H 2.348 -1.312 -1.035 -0.49 -0.10 -0.77
H 2.154 -1.101 0.547 -0.47 0.74 0.54
H -0.481 -2.199 1.701 0.41 -1.12 1.76
```
Forces are in eV/Å.

Summary:
DFT total energy, eV: -56566.0728
Charge: +3
LUMO level, eV: -14.2
HOMO energy, eV: -20.648
Spin multiplicity: 1
Frontier orbital gap, eV: 6.440
Energy above the lowest of the compared OMol25 structures with the same formula, charge and spin, kJ/mol: 0.0

=====

No. 3
# C9H19Br8NO2

A molecular structure, C9H19Br8NO2 (the ωB97M-V functional and the def2-TZVPD basis, the OMol25 dataset).

Structure (XYZ):
```
39
Properties=species:S:1:pos:R:3:forces:R:3
Br 2.250 0.475 1.730 0.83 -0.65 0.95
C 1.085 -0.213 0.318 0.94 -0.35 1.51
C -0.024 -0.914 1.039 -0.37 -1.78 -0.66
Br -1.624 -1.367 -0.143 3.84 2.56 6.53
H 1.677 -0.910 -0.275 0.41 0.42 1.00
H 0.861 0.615 -0.355 0.04 0.21 1.68
H -0.332 -0.358 1.924 1.05 -1.56 -1.66
H 0.273 -1.895 1.409 0.34 -0.10 -0.37
Br 0.230 5.189 3.958 -0.83 -1.71 -0.24
C -0.476 3.252 3.944 0.66 0.11 1.75
C -1.008 2.778 2.644 -0.80 0.96 -0.08
Br -1.395 0.858 2.620 -1.99 3.41 1.99
H -1.240 3.186 4.719 -0.01 0.46 -0.08
H 0.333 2.627 4.322 0.33 0.34 -0.30
H -0.300 3.025 1.852 -1.53 -0.91 0.67
H -1.979 3.254 2.511 0.16 -0.04 -0.52
Br 0.530 -0.435 -2.062 -0.56 -0.95 -5.40
C 0.613 -2.419 -2.289 1.58 1.52 -1.58
C 2.069 -2.793 -2.593 -0.32 0.31 0.35
Br 2.089 -4.708 -2.923 0.21 -0.19 0.37
H 0.092 -2.572 -3.234 -0.53 -0.23 0.50
H 0.128 -2.823 -1.401 0.97 0.44 -0.62
H 2.725 -2.455 -1.791 0.13 -0.63 0.09
H 2.492 -2.416 -3.524 -0.55 0.41 0.15
Br -4.260 -2.367 -0.508 -0.78 -0.12 -1.53
C -3.012 -2.106 -2.109 -2.41 -0.22 -0.37
C -2.610 -3.484 -2.572 0.74 0.53 0.09
Br -1.400 -4.229 -1.207 -1.58 -2.71 -0.15
H -2.249 -1.434 -1.716 -0.57 -0.83 -2.21
H -3.506 -1.406 -2.782 -0.62 -0.82 -0.48
H -1.986 -3.450 -3.466 -0.14 0.13 -0.06
H -3.419 -4.197 -2.730 0.06 0.26 0.26
C 1.285 3.166 0.444 1.01 1.07 0.87
N 2.630 3.694 0.879 1.12 -0.47 -1.49
O 2.781 4.033 2.025 -0.35 0.08 0.33
O 3.537 3.641 0.054 -0.67 0.15 0.28
H 1.014 3.540 -0.543 0.15 -0.10 0.21
H 0.682 3.526 1.278 0.53 0.32 -1.26
H 1.445 2.093 0.552 -0.47 0.69 -0.52
```
Forces are in eV/Å.

Summary:
DFT total energy, eV: -575555.8810
Charge: 0
LUMO level, eV: 0.1
HOMO energy, eV: -8.880
Spin multiplicity: 1
Frontier orbital gap, eV: 9.011
Energy above the lowest of the compared OMol25 structures with the same formula, charge and spin, kJ/mol: 808.3